Entry 1:
Here is 24 unconnected molecules or ions with the total composition C2H51O24 in a non-equilibrium geometry from the OMol25 dataset. Energies are from ωB97M-V/def2-TZVPD.

```
77
Properties=species:S:1:pos:R:3:forces:R:3
C 0.39155 0.80596 0.27043 -0.47 0.13 -0.68
C 0.09400 -0.70089 0.05023 0.33 -0.73 -0.16
O 0.04072 -1.42148 1.28642 0.06 0.77 -1.41
H 1.34785 0.98163 0.77606 -0.07 -0.57 -0.13
H -0.37580 1.24300 0.95380 0.08 -0.51 -0.68
H 0.49158 1.38815 -0.69590 -0.31 -0.72 0.90
H 0.91495 -1.12168 -0.59284 -0.43 0.49 0.40
H -0.84594 -0.95619 -0.54890 0.82 1.07 0.64
O 2.26313 2.14113 2.96050 -0.21 0.25 0.30
H 2.20744 3.09259 2.82410 0.33 -0.26 0.06
H 3.02721 1.80079 2.49823 0.42 0.05 -0.32
O -3.01267 0.33580 -0.89730 0.45 1.70 -0.08
H -3.34171 -0.45808 -1.28454 -0.39 -1.34 -0.20
H -3.62234 0.53969 -0.18912 -0.02 0.01 0.14
O 2.52896 -2.21685 1.09032 0.23 0.24 -1.26
H 2.50576 -2.83365 1.79180 0.86 -1.27 1.59
H 1.59995 -1.96605 1.15925 -1.31 0.83 0.12
O -2.37593 -0.70199 1.84347 -1.43 -1.08 0.55
H -1.44906 -0.90382 1.62968 0.66 -0.26 -0.10
H -2.55501 0.21029 1.69696 0.22 1.04 -0.22
O -1.39187 3.24665 -1.12919 -0.94 0.50 -0.47
H -0.75903 3.46541 -0.45847 0.00 0.35 0.44
H -1.25235 2.31806 -1.28879 -0.18 -0.55 -0.32
O -0.51263 -3.60439 -2.76873 -1.44 -1.00 -1.52
H 0.10784 -2.94409 -2.48508 1.28 0.57 -0.05
H -0.64525 -3.42268 -3.72426 0.31 -0.17 0.96
O -2.99172 1.99780 2.01568 -1.44 -0.11 -0.23
H -3.63313 1.82197 2.71019 0.44 -0.54 0.87
H -3.57964 2.53037 1.49013 0.22 0.74 -1.24
O 0.30961 0.19090 3.32023 0.58 0.93 1.31
H 1.13761 0.70888 3.23807 -0.81 -0.46 -0.01
H 0.21152 -0.33638 2.51735 0.21 -0.60 -0.63
O 1.25324 4.34629 -1.41073 -0.18 1.04 0.74
H 0.52240 4.95307 -1.54516 -0.18 0.35 -0.90
H 1.02144 4.15908 -0.47961 0.76 -0.63 -0.03
O 1.95195 -3.37617 -1.46211 0.33 -0.87 -2.40
H 1.63927 -4.26867 -1.30102 -0.16 0.08 0.30
H 1.80083 -2.86878 -0.69717 0.07 0.62 2.03
O -0.90110 -2.62414 3.59851 -1.31 -2.47 2.79
H -0.45439 -2.28376 2.88298 1.21 1.68 -2.81
H -1.28172 -1.90011 4.08433 0.04 0.54 -0.04
O -1.00752 2.60645 3.50418 0.89 1.85 1.42
H -1.51791 2.38428 2.75193 -0.72 -0.25 -1.02
H -0.72622 1.77757 3.86597 0.55 -1.09 0.09
O -2.56729 -1.59370 -2.88279 -0.94 1.05 -0.45
H -1.85933 -2.19841 -2.74429 1.46 -0.91 0.29
H -3.32218 -2.17370 -2.87209 -0.71 -0.13 0.04
O -0.90746 -3.56030 -0.08830 -0.79 -1.15 2.04
H -0.64695 -2.72923 0.30376 0.33 0.60 1.18
H -0.82026 -3.42667 -0.99100 0.05 -0.10 -2.57
O 3.17566 2.39987 -0.68262 -0.19 1.66 0.05
H 3.20754 3.03615 0.05157 0.05 -0.46 -0.50
H 3.34477 1.52946 -0.32671 0.29 -1.13 0.53
O 2.08355 -3.30641 3.57208 0.52 -1.78 0.17
H 2.20836 -4.27639 3.71813 0.05 1.18 -0.07
H 1.15731 -3.28156 3.32373 -0.68 0.37 0.29
O 0.22835 3.62548 0.93828 0.91 2.25 1.43
H 0.27199 2.68987 0.89396 0.16 -1.71 0.13
H 0.66295 3.83913 1.79074 -0.89 -0.14 -0.64
O 1.26454 2.49234 -3.26475 -1.09 -1.19 -1.02
H 1.28885 3.16826 -2.59615 0.61 1.00 0.99
H 0.32633 2.23304 -3.18070 0.71 -0.08 -0.15
O 3.53059 -0.24094 -0.25708 -0.02 0.92 -1.00
H 2.97903 -0.90902 0.14936 0.31 -0.47 0.67
H 3.15358 -0.16436 -1.18118 0.67 -0.07 0.47
O 2.60192 0.07194 -2.69942 0.64 -0.63 -0.08
H 2.21529 0.94714 -2.68542 -0.30 1.02 -0.23
H 1.85255 -0.53557 -2.73019 0.00 -0.15 0.03
O -1.21777 1.12641 -2.91086 1.49 0.94 -1.08
H -1.54227 1.49173 -3.74682 -0.26 -0.37 0.40
H -1.83985 0.52678 -2.54631 -1.75 -0.80 0.63
O -3.88452 -2.11136 -0.07705 -2.40 0.08 -0.97
H -3.29496 -2.73876 -0.44537 1.23 -0.97 -0.06
H -3.43491 -1.63886 0.60641 1.19 0.47 1.27
O 0.30019 -1.18612 -3.22836 -0.82 1.73 -0.23
H -0.21963 -0.36771 -2.96030 0.54 -1.01 -0.10
H 0.56815 -0.87447 -4.10214 0.26 -0.39 -0.19
```
Forces are in eV/Å.

Values from the calculation:
E_tot, eV: -52045.071
HOMO-LUMO gap, eV: 8.57
Charge: -1
HOMO level, eV: -6.475

Mulliken atomic charge list, values in e, 5 entries: atom 1 (C): 1.456, atom 2 (C): 1.209, atom 3 (O): 1.189, atom 4 (H): 0.214, atom 5 (H): -0.462

***

Entry 2:
Here is 2 unconnected molecules or ions with the total composition H3N3O in a non-equilibrium geometry from the OMol25 dataset. Energies are from ωB97M-V/def2-TZVPD.

```
7
Properties=species:S:1:pos:R:3:forces:R:3
N 2.44764 -0.32067 -0.36026 2.52 0.93 1.48
N 3.36498 0.00641 0.17136 -2.45 -0.91 -1.46
N -1.77843 0.09686 -0.12711 -0.26 0.28 0.15
O -0.70433 -0.80726 0.00209 0.81 -0.09 0.01
H -1.97545 0.44374 0.80922 -0.04 0.10 -0.11
H -1.45892 0.87827 -0.69246 -0.10 0.01 -0.01
H 0.10451 -0.29735 0.19717 -0.46 -0.33 -0.06
```
Forces are in eV/Å.

Values from the calculation:
E_tot, eV: -6565.361
HOMO-LUMO gap, eV: 10.90
HOMO level, eV: -9.910
Structure (SMILES): N#N.NO

Mulliken atomic charge list, values in e, 5 entries: atom 1 (N): 0.098, atom 2 (N): -0.107, atom 3 (N): -0.429, atom 4 (O): -0.378, atom 5 (H): 0.248

***

Entry 3:
Here is 2 unconnected molecules or ions with the total composition C3H3ClF2 in a non-equilibrium geometry from the OMol25 dataset. Energies are from ωB97M-V/def2-TZVPD.

```
9
Properties=species:S:1:pos:R:3:forces:R:3
C 1.00974 -0.60910 -1.37534 2.63 -1.52 4.13
C 2.18055 -1.15592 -1.07708 -0.43 0.45 0.19
C -0.51956 -0.18043 0.81450 5.70 -4.16 1.21
F 3.22224 -1.45640 -1.89789 -0.96 0.28 -0.12
F -1.00747 -1.30075 1.29893 -1.02 -0.01 -0.15
Cl 2.70380 -1.56049 0.53646 -0.20 0.14 -0.09
H 0.51520 -0.48717 -2.22797 -1.78 0.74 -3.37
H -1.07004 0.50559 0.38919 -3.21 3.25 -1.93
H 0.56334 -0.17198 0.98869 -0.74 0.84 0.13
```
Forces are in eV/Å.

Values from the calculation:
E_tot, eV: -21111.243
HOMO-LUMO gap (spin up / spin down), eV: 9.87 / 7.84
HOMO level (spin up / spin down), eV: -9.857 / -8.880

Mulliken atomic charge list, values in e, 5 entries: atom 1 (C): -0.761, atom 2 (C): 0.655, atom 3 (C): -0.325, atom 4 (F): -0.214, atom 5 (F): -0.178

***

Entry 4:
Here is 12 unconnected molecules or ions with the total composition C6H32NO12 in a non-equilibrium geometry from the OMol25 dataset. Energies are from ωB97M-V/def2-TZVPD.

```
51
Properties=species:S:1:pos:R:3:forces:R:3
O -1.93422 -2.56724 -2.05292 1.70 1.21 0.62
C -1.14631 -2.26427 -1.15160 -4.39 -0.07 -0.06
C -1.51239 -1.18451 -0.13861 -2.43 -1.50 0.52
C -0.36643 -0.60875 0.73648 -2.34 -0.93 2.38
C -0.76398 0.67026 1.47921 0.00 -0.45 -1.26
C -0.67539 0.73363 2.77578 -0.62 -0.81 2.89
C -2.31471 2.34738 0.48077 1.02 -1.82 1.45
N -1.14893 1.81618 0.61453 0.53 -0.77 -0.93
H -0.54227 -3.03294 -0.80750 2.45 -1.41 0.45
H -2.41940 -1.73740 0.50467 2.69 1.34 -1.53
H -2.16043 -0.52087 -0.75281 0.77 0.48 0.64
H 0.38601 -0.42318 0.06711 2.44 0.63 -1.44
H 0.02287 -1.31579 1.60522 -0.96 1.23 -2.24
H -0.45600 -0.19430 3.41143 -0.03 1.37 -1.37
H -0.97116 1.56965 3.40625 0.17 0.23 -0.48
H -2.59192 3.03188 -0.25432 0.50 1.17 -1.41
H -3.12808 2.04587 1.11881 0.09 -0.38 0.57
H -0.39329 1.97728 -0.13364 -1.42 0.58 0.63
H -3.20757 2.21532 -4.05506 2.19 -1.65 1.25
H -2.41780 0.87782 -3.57230 -0.58 -1.83 -0.33
O -2.39322 1.80708 -3.57761 -1.57 3.42 -0.90
H -2.20113 -3.62822 2.46791 -0.55 -2.05 -0.85
H -1.54757 -2.73782 3.40754 0.65 0.51 0.38
O -2.14469 -2.72207 2.65391 0.04 1.44 0.47
H -3.19853 -1.48354 2.27164 -2.76 1.31 -0.92
H -4.83920 -1.18492 2.10696 0.69 -0.15 0.12
O -3.95783 -0.87897 1.84079 1.79 -0.98 0.89
H 0.52168 -2.84526 4.82926 0.48 0.00 -0.06
H 0.82180 -2.43915 3.35517 4.14 1.08 -3.22
O 0.19989 -2.62175 3.95884 -5.11 -1.34 3.80
H 1.54864 -0.78327 -3.79475 -0.82 0.58 -1.65
H 2.25085 -2.16996 -3.46148 -0.19 -0.26 -0.69
O 1.97754 -1.30969 -3.15987 0.75 -0.46 2.06
H 0.35125 3.43391 -1.85609 2.02 0.91 -0.13
H -0.67090 2.72612 -2.65224 -0.69 -0.65 -1.67
O -0.43909 2.95829 -1.77814 -1.35 -0.42 1.93
H 2.87918 1.58705 -0.74360 0.28 0.35 -0.59
H 2.95558 3.20989 -0.82136 -0.06 -1.01 0.12
O 2.39864 2.42692 -0.65463 -0.38 0.79 0.40
H 2.51182 2.41066 -3.81797 0.27 -0.29 1.30
H 1.66982 2.62942 -4.88272 -1.14 0.14 -0.61
O 1.55874 2.41260 -3.95204 0.85 0.08 -0.69
H 4.96897 -0.00453 1.84147 -0.12 0.42 -0.30
H 4.24696 1.08297 0.95540 0.22 -0.04 -0.05
O 4.14743 0.48754 1.70147 -0.23 -0.53 0.45
H 2.67661 -0.95170 2.15482 -0.63 -1.43 1.96
H 2.70486 -1.74409 3.60372 0.61 0.47 -0.10
O 2.21764 -1.61758 2.78980 0.73 1.37 -2.16
H 3.06385 -0.40674 -2.30822 0.01 0.48 0.59
H 4.41374 -0.33207 -1.54869 -1.25 0.88 -0.02
O 3.55274 0.15764 -1.64941 1.54 -1.24 -0.21
```
Forces are in eV/Å.

Values from the calculation:
E_tot, eV: -32792.750
HOMO-LUMO gap, eV: 8.62
Charge: +1
HOMO level, eV: -11.955

Mulliken atomic charge list, values in e, 5 entries: atom 1 (O): -0.530, atom 2 (C): -0.281, atom 3 (C): -0.123, atom 4 (C): 0.215, atom 5 (C): 0.074

***

Entry 5:
Here is a molecular structure, C6H5N2O6PtS in a non-equilibrium geometry from the OMol25 dataset. Energies are from ωB97M-V/def2-TZVPD.

```
21
Properties=species:S:1:pos:R:3:forces:R:3
Pt -0.18901 -0.25459 0.39435 0.69 0.22 -0.63
O -3.51275 -1.46784 1.86301 0.01 -0.09 -0.07
S -2.26470 -1.00424 1.42704 -0.16 0.46 0.63
O -1.01915 -1.63912 2.00788 -0.10 -0.39 0.38
O -1.92299 -1.18304 -0.07819 0.19 -0.20 -0.39
O -1.96361 0.47428 1.57717 -0.25 0.00 0.09
O 0.95612 1.50581 -0.16954 -0.01 -0.04 0.23
N 1.94353 1.85055 0.48271 -0.19 0.65 -0.59
N 2.33119 0.95144 1.37320 0.25 -0.80 0.57
O 1.77495 -0.19295 1.45125 -0.46 0.10 -0.22
C 3.40033 1.27622 2.19966 0.13 0.12 0.04
C 4.05424 2.52009 2.05223 -0.05 0.04 -0.09
C 5.08365 2.82107 2.90764 0.04 -0.02 0.03
C 5.46824 1.90631 3.89219 -0.05 0.02 -0.06
C 4.82503 0.66891 4.01723 0.00 -0.01 -0.01
C 3.79131 0.34329 3.17650 -0.08 -0.10 0.02
H 3.74782 3.20824 1.27915 0.02 0.02 0.03
H 5.60145 3.76478 2.81298 -0.01 0.01 0.01
H 6.27478 2.16006 4.56709 0.01 -0.02 -0.01
H 5.13862 -0.03192 4.77764 0.00 0.01 0.01
H 3.26865 -0.59884 3.25551 0.02 0.01 0.02
```
Forces are in eV/Å.

Values from the calculation:
E_tot, eV: -35633.179
Multiplicity: 5
HOMO-LUMO gap (spin up / spin down), eV: 8.54 / 6.25
Charge: +1
Expectation value of S²: 6.046
HOMO level (spin up / spin down), eV: -14.101 / -14.432

Mulliken atomic charge list, values in e, 5 entries: atom 1 (Pt): 1.082, atom 2 (O): -0.495, atom 3 (S): 1.420, atom 4 (O): -0.460, atom 5 (O): -0.401

***

- Look up the E_tot of the fifth one.
  -35633.179 eV